This record from the OMol25 dataset describes 2 unconnected molecules or ions with the total composition C29H24O4 at a distorted geometry. The level of theory is ωB97M-V/def2-TZVPD.

XYZ file:
```
57
Properties=species:S:1:pos:R:3:lowdin_charge:R:1
C -0.0689 0.9895 -0.0840 -0.130
C -0.9203 -0.1550 -0.8817 -0.245
C -2.4162 -0.0621 -0.3146 -0.194
C -3.4657 -1.0730 -0.9931 -0.310
C -3.2852 -1.2846 -2.5738 -0.088
C -4.9355 -0.6570 -0.5322 -0.071
C -5.7563 -1.6746 0.3368 -0.004
C -7.1699 -1.3896 0.8904 -0.046
C -7.8091 -0.0130 0.5804 0.004
C -7.0340 1.0140 -0.2988 -0.025
C -5.5909 0.7076 -0.8554 0.008
C -4.8842 1.8472 -1.6947 -0.272
O -3.8740 1.7320 -2.4299 0.034
C -5.5316 3.3229 -1.6057 0.012
C -6.8222 3.5972 -1.0963 0.005
C -7.7583 2.4124 -0.5819 -0.293
O -8.9773 2.6458 -0.3989 0.033
H -0.2456 0.8118 1.0439 0.076
H 1.0314 1.0027 -0.3759 0.068
H -0.6157 1.9832 -0.3132 0.077
H -0.4206 -1.1717 -0.7080 0.112
H -0.8093 0.1054 -1.9884 0.100
H -2.3551 -0.3663 0.8025 0.126
H -2.7263 1.0345 -0.3208 0.100
H -3.2640 -2.1059 -0.5087 0.131
H -2.7556 -2.2905 -2.7819 0.085
H -2.6414 -0.4795 -3.0855 0.069
H -4.2836 -1.3317 -3.1363 0.087
H -5.2294 -2.6689 0.5712 0.100
H -7.6455 -2.2091 1.5371 0.098
H -8.8393 0.2033 1.0160 0.106
H -4.8968 4.1990 -1.9925 0.123
H -7.1398 4.7054 -1.0713 0.126
O 3.2577 -1.3386 0.7387 0.095
C 4.4156 -0.9745 0.8532 -0.280
C 4.9193 -0.4678 2.1501 -0.084
C 4.0654 -0.4275 3.2534 0.003
C 4.5411 0.0096 4.4846 -0.057
C 5.8699 0.4063 4.6194 -0.057
C 6.7186 0.3839 3.5181 0.003
C 6.2432 -0.0475 2.2793 -0.085
C 7.1495 -0.0508 1.1088 -0.280
O 8.2903 0.3676 1.2091 0.102
C 6.6519 -0.5759 -0.1825 -0.085
C 7.5074 -0.6179 -1.2846 0.003
C 7.0595 -1.1402 -2.4928 -0.057
C 5.7573 -1.6225 -2.6049 -0.057
C 4.8978 -1.5690 -1.5125 0.003
C 5.3419 -1.0403 -0.2995 -0.085
H 3.0307 -0.7405 3.1560 0.121
H 3.8770 0.0360 5.3426 0.108
H 6.2437 0.7354 5.5836 0.108
H 7.7514 0.6991 3.6281 0.121
H 8.5246 -0.2481 -1.2021 0.121
H 7.7275 -1.1756 -3.3475 0.108
H 5.4114 -2.0388 -3.5456 0.108
H 3.8835 -1.9437 -1.6079 0.120
```

Computed properties:
Highest occupied orbital energy   -9.15 eV
Net charge   0
HOMO-LUMO gap   7.76 eV
SMILES string   CCC[C@H](C)c1cccc2c1C(=O)C=CC2=O.O=C1c2ccccc2C(=O)c2ccccc21

***

This record from the OMol25 dataset describes C2H4N2S3 in the gas phase at a distorted geometry. The level of theory is ωB97M-V/def2-TZVPD.

XYZ file:
```
11
Properties=species:S:1:pos:R:3:lowdin_charge:R:1
S 0.6896 1.0874 -2.6730 0.660
C 0.9120 1.0072 -1.1017 -0.861
N -0.0866 0.9544 -0.1784 -0.475
S 0.0571 1.0586 1.5041 0.912
C -0.1839 -0.5674 2.1984 -0.587
N -0.4255 -1.7148 1.6525 -0.414
S -0.8222 -1.8669 -0.0152 0.733
H 1.9169 0.9229 -0.6392 0.073
H -0.9911 1.0109 -0.5711 0.049
H 0.0962 -0.5641 3.2795 0.076
H -0.5978 -3.1510 -0.0232 -0.165
```

Computed properties:
Highest occupied orbital energy   -8.87 eV
Net charge   0
HOMO-LUMO gap   9.16 eV
SMILES string   S=CNS/C=N\S

***

This record from the OMol25 dataset describes 2 unconnected molecules or ions with the total composition H2O2 at a distorted geometry. The level of theory is ωB97M-V/def2-TZVPD.

XYZ file:
```
4
Properties=species:S:1:pos:R:3:lowdin_charge:R:1
O -0.7163 -0.5110 -0.0665 -0.053
O -0.2701 0.7113 0.0849 -0.146
H -0.8551 -0.7628 0.8398 0.090
H 1.8414 0.5625 -0.8582 0.109
```

Computed properties:
Highest occupied orbital energy (alpha / beta)   -11.20 / -10.35 eV
Net charge   0
HOMO-LUMO gap (alpha / beta)   11.84 / 9.55 eV

***

This record from the OMol25 dataset describes a molecular structure, C4H14N4O at a distorted geometry. The level of theory is ωB97M-V/def2-TZVPD.

XYZ file:
```
23
Properties=species:S:1:pos:R:3:lowdin_charge:R:1
C 1.4798 1.0286 0.3100 -0.084
C 0.8649 2.3327 -0.1272 -0.134
N 0.4982 -0.3415 0.9992 -0.081
N 1.1957 -1.5881 0.9131 0.033
H -0.0603 -0.1984 1.8375 0.121
H 2.0254 -1.5349 1.5000 0.077
H 1.5731 -1.6365 -0.0339 0.069
H 1.9863 1.1602 1.2686 0.083
H 2.1609 0.6090 -0.4230 0.088
H 0.0222 2.6048 0.5100 0.066
H 1.5782 3.1494 0.0378 0.075
H 0.6310 2.3141 -1.1902 0.066
C -1.0788 -0.4449 -0.0262 -0.532
N -1.7314 -1.5875 0.5320 0.072
N -1.8636 0.7319 0.2663 0.076
C -0.5855 -0.4937 -1.3765 -0.262
O -0.0787 -1.7894 -1.7134 -0.143
H 0.8029 -1.6609 -2.0879 0.055
H -1.2868 -2.2079 1.1950 0.060
H -2.2078 -2.2132 -0.1076 0.088
H -1.8296 1.3951 -0.4989 0.063
H -2.8421 0.4928 0.3707 0.075
H -1.2539 -0.1215 -2.1553 0.068
```

Computed properties:
Highest occupied orbital energy   -5.86 eV
Net charge   0
HOMO-LUMO gap   6.68 eV

***

This record from the OMol25 dataset describes a molecular structure, C56H53IN5O2P2PtSSb. The level of theory is ωB97M-V/def2-TZVPD.

XYZ file:
```
122
Properties=species:S:1:pos:R:3:lowdin_charge:R:1
Pt 0.5478 1.3380 0.1274 0.520
N -0.2217 -2.8604 7.7726 0.138
C -0.0748 -1.9336 6.7977 -0.303
C 1.2017 -1.6136 6.2997 -0.013
C 1.3511 -0.6964 5.2881 -0.063
C 0.2267 -0.0741 4.7430 -0.318
C -1.0431 -0.3468 5.2553 -0.078
C -1.1917 -1.2662 6.2695 -0.007
S 0.3681 1.0352 3.4215 0.548
O -0.9551 1.4540 3.0387 -0.350
O 1.3322 2.0774 3.7653 -0.433
N 0.9720 0.2546 2.0890 -0.255
C 2.3473 0.2432 1.9145 -0.611
N 3.2036 0.0476 2.8995 0.151
C 4.4890 0.1112 2.5743 -0.063
C 4.9316 0.3441 1.2785 -0.011
C 3.9562 0.4987 0.3156 -0.113
N 2.6625 0.4392 0.6255 -0.024
H 0.5771 -3.3108 8.1833 0.110
H -1.1170 -3.0231 8.1997 0.111
H 2.0735 -2.0794 6.7379 0.116
H 2.3353 -0.4437 4.9233 0.093
H -1.8999 0.1815 4.8704 0.114
H -2.1748 -1.4656 6.6738 0.119
H 5.1940 -0.0306 3.3838 0.129
H 5.9792 0.3944 1.0341 0.114
H 4.2009 0.6651 -0.7272 0.120
C -2.0480 0.9646 -2.9681 -0.127
N -1.3520 2.0276 -2.2075 -0.455
P 0.3786 2.0291 -2.3392 0.926
C 0.7273 1.7456 -4.1029 -0.344
C -0.0838 2.2737 -5.1091 -0.101
C 0.3105 2.1838 -6.4312 -0.048
C 1.5166 1.5778 -6.7639 -0.052
C 2.3306 1.0659 -5.7674 -0.064
C 1.9352 1.1520 -4.4398 -0.107
C 1.0064 3.7389 -2.2822 -0.377
C 0.4254 4.7987 -2.9688 -0.087
C 1.0195 6.0490 -2.9679 -0.044
C 2.2290 6.2484 -2.3148 -0.049
C 2.8515 5.1865 -1.6802 -0.081
C 2.2403 3.9373 -1.6650 -0.232
P -1.6578 2.0387 -0.5026 0.873
C -3.2689 1.2515 -0.2785 -0.325
C -4.4176 2.0267 -0.1349 -0.048
C -5.6607 1.4140 -0.0597 -0.046
C -5.7661 0.0334 -0.1153 -0.045
C -4.6229 -0.7456 -0.2511 -0.055
C -3.3845 -0.1377 -0.3311 -0.137
C -1.9445 3.7587 -0.0583 -0.410
C -2.0043 4.0772 1.2990 -0.154
C -2.3158 5.3687 1.6861 -0.058
C -2.5564 6.3459 0.7272 -0.052
C -2.5112 6.0257 -0.6208 -0.056
C -2.2208 4.7276 -1.0147 -0.096
H -1.6133 0.8755 -3.9580 0.061
H -3.1007 1.2217 -3.0692 0.100
H -1.9645 -0.0106 -2.4881 0.052
H -1.0244 2.7511 -4.8666 0.107
H -0.3210 2.5939 -7.2062 0.116
H 1.8214 1.5154 -7.7980 0.115
H 3.2750 0.6054 -6.0197 0.114
H 2.5890 0.7753 -3.6645 0.082
H -0.4997 4.6540 -3.5111 0.099
H 0.5465 6.8686 -3.4881 0.117
H 2.6902 7.2248 -2.3169 0.116
H 3.8098 5.3235 -1.1995 0.114
H 2.7519 3.1026 -1.2007 0.044
H -4.3569 3.1036 -0.0770 0.109
H -6.5468 2.0235 0.0432 0.117
H -6.7360 -0.4379 -0.0494 0.116
H -4.6974 -1.8236 -0.2957 0.112
H -2.5016 -0.7617 -0.4508 0.072
H -1.8015 3.3213 2.0501 0.075
H -2.3686 5.6148 2.7368 0.116
H -2.7877 7.3555 1.0334 0.114
H -2.7161 6.7815 -1.3652 0.113
H -2.2327 4.4582 -2.0608 0.091
I 1.4726 3.5617 1.4049 0.971
C -2.1420 -1.3175 2.2832 -0.072
C -2.2323 -2.7222 1.7719 -0.292
C -3.2752 -3.5607 2.1645 -0.028
C -3.3077 -4.8919 1.7869 -0.048
C -2.2898 -5.4301 1.0110 -0.058
C -1.2453 -4.6172 0.6023 -0.115
C -1.2414 -3.2710 0.9651 -0.321
Sb 0.3808 -2.1802 0.1831 1.756
C 0.0896 -2.2960 -1.8895 -0.349
C -1.1535 -2.7406 -2.3353 -0.125
C -1.3725 -2.8957 -3.6960 -0.055
C -0.3617 -2.5797 -4.5890 -0.034
C 0.8634 -2.1104 -4.1352 -0.024
C 1.1130 -1.9440 -2.7789 -0.315
C 2.4451 -1.4588 -2.2941 -0.075
C 1.9640 -3.3376 0.9423 -0.311
C 2.1810 -3.0483 2.2950 -0.140
C 3.1892 -3.6850 2.9942 -0.062
C 3.9848 -4.6127 2.3353 -0.045
C 3.7411 -4.9167 1.0082 -0.029
C 2.7287 -4.2946 0.2769 -0.291
C 2.4925 -4.7575 -1.1343 -0.046
H -3.0988 -0.9461 2.6435 0.104
H -1.7690 -0.6119 1.5345 0.020
H -1.4341 -1.2878 3.1146 0.061
H -4.0594 -3.1617 2.7943 0.122
H -4.1259 -5.5200 2.1097 0.116
H -2.3107 -6.4702 0.7199 0.115
H -0.4547 -5.0350 -0.0099 0.102
H -1.9352 -2.9938 -1.6301 0.097
H -2.3218 -3.2685 -4.0524 0.117
H -0.5246 -2.7011 -5.6505 0.119
H 1.6396 -1.8723 -4.8496 0.117
H 3.1468 -1.3527 -3.1190 0.093
H 2.8889 -2.1532 -1.5788 0.064
H 2.3475 -0.4913 -1.7925 0.026
H 1.5516 -2.3325 2.8179 0.078
H 3.3494 -3.4570 4.0379 0.110
H 4.7843 -5.1154 2.8606 0.117
H 4.3395 -5.6733 0.5168 0.126
H 3.3101 -4.4617 -1.7925 0.094
H 1.5613 -4.3817 -1.5617 0.053
H 2.4480 -5.8457 -1.1553 0.097
```

Computed properties:
Highest occupied orbital energy (alpha / beta)   -11.83 / -12.10 eV
Net charge   +2
HOMO-LUMO gap (alpha / beta)   7.53 / 4.23 eV
2S+1   5

***

This record from the OMol25 dataset describes 15 unconnected molecules or ions with the total composition C16H54O19 at a distorted geometry. The level of theory is ωB97M-V/def2-TZVPD.

XYZ file:
```
89
Properties=species:S:1:pos:R:3:lowdin_charge:R:1
O -28.1855 4.5096 -23.4498 -0.053
H -28.1749 4.3182 -22.5120 0.055
H -27.9117 3.6916 -23.8648 -0.012
O -24.3677 7.1730 -31.4899 -0.056
H -24.4892 7.3474 -30.5566 -0.024
H -24.2529 6.2242 -31.5438 -0.012
O -26.9562 6.0792 -25.3132 -0.048
H -27.5504 5.5826 -24.7506 -0.004
H -27.1306 6.9953 -25.0971 0.002
O -25.8340 5.0475 -27.6184 -0.050
H -26.0311 5.4418 -26.7688 -0.002
H -25.6774 5.7927 -28.1983 0.013
O -27.0130 2.7819 -27.1481 -0.036
H -27.7910 2.7923 -27.7056 0.050
H -26.5188 3.5583 -27.4112 0.000
C -20.3372 5.3866 -30.5230 0.010
C -20.2520 4.5998 -29.1708 -0.299
C -21.6463 4.5204 -28.5424 -0.072
O -21.9942 3.1406 -28.5412 0.093
C -20.9576 2.4782 -28.9230 -0.632
O -20.9320 1.2714 -28.9820 0.146
O -19.9944 3.2547 -29.3451 0.121
H -21.1350 4.9305 -31.1092 0.077
H -19.3974 5.3083 -31.0694 0.085
H -20.6511 6.4168 -30.3546 0.070
H -19.5366 5.0515 -28.4838 0.153
H -22.4008 5.0919 -29.0830 0.128
H -21.5133 4.7886 -27.4943 0.128
C -23.3171 6.8143 -25.2373 -0.007
C -23.2582 5.5264 -24.3763 -0.268
C -23.8491 4.2316 -24.9381 -0.108
O -22.8132 3.3051 -24.8398 0.068
C -21.6457 3.9225 -24.5180 -0.470
O -20.5293 3.3702 -24.4315 0.099
O -21.8554 5.2719 -24.3117 0.055
H -22.7354 6.8718 -26.1574 0.065
H -23.0116 7.7374 -24.7449 0.087
H -24.3204 6.9566 -25.6388 0.053
H -23.6680 5.6943 -23.3803 0.153
H -24.1385 4.3307 -25.9843 0.115
H -24.7221 3.9119 -24.3691 0.134
C -24.9839 3.8221 -30.6554 -0.138
O -23.8547 4.1517 -31.4440 -0.118
H -25.4721 4.6974 -30.2268 0.058
H -25.7338 3.2490 -31.2006 0.085
H -24.7021 3.2558 -29.7677 0.079
H -23.2986 3.3834 -31.5926 0.090
C -27.1275 0.8958 -24.2750 -0.098
O -27.1283 2.3107 -24.5673 -0.165
H -26.7411 0.7869 -23.2616 0.078
H -28.1545 0.5393 -24.1960 0.077
H -26.5257 0.3002 -24.9615 0.072
H -27.0332 2.4388 -25.5139 0.007
C -30.3890 4.2144 -26.2017 -0.206
O -31.4415 5.0794 -26.1177 -0.094
H -30.5974 3.4400 -26.9399 0.076
H -29.4783 4.7103 -26.5376 0.073
H -30.2274 3.7463 -25.2306 0.079
H -31.2766 5.7464 -26.7881 0.079
C -28.6377 4.9871 -30.4296 -0.119
O -28.5536 3.8614 -29.5296 -0.138
H -27.8080 5.0606 -31.1326 0.066
H -29.5556 4.8350 -30.9974 0.081
H -28.6295 5.9339 -29.8895 0.078
H -28.7223 3.0469 -30.0089 0.082
C -21.9789 9.4567 -29.4185 -0.111
O -21.7807 8.4631 -28.3814 -0.144
H -21.5338 9.1444 -30.3631 0.083
H -22.9903 9.8247 -29.5909 0.080
H -21.4299 10.3370 -29.0842 0.078
H -20.8405 8.2811 -28.3130 0.083
C -27.5285 9.9186 -25.3678 -0.127
O -27.3745 8.7471 -24.5599 -0.123
H -28.3320 9.8966 -26.1040 0.081
H -27.7512 10.7743 -24.7305 0.080
H -26.6084 10.1675 -25.8965 0.070
H -27.9560 8.7875 -23.7971 0.094
C -25.4648 8.2976 -28.1857 -0.105
O -24.5220 7.3576 -28.6945 -0.166
H -25.1807 8.5594 -27.1665 0.077
H -25.4429 9.1942 -28.8050 0.085
H -26.4415 7.8240 -28.2853 0.091
H -23.6455 7.6464 -28.4301 0.042
C -24.5258 0.8691 -27.1218 -0.140
O -25.6310 0.4574 -27.9451 -0.131
H -24.0956 1.8358 -27.3836 0.061
H -24.8787 0.9653 -26.0950 0.047
H -23.7485 0.1173 -26.9849 0.089
H -26.2871 1.1530 -27.8603 0.016
```

Computed properties:
Highest occupied orbital energy   -9.54 eV
Net charge   0
HOMO-LUMO gap   9.60 eV